{
  "formula": "C32H12F15GeN3OSSn",
  "method": "wB97M-V/def2-TZVPD",
  "elements": ["C", "H", "C", "S", "F", "H", "O", "C", "F", "N", "Ge", "Sn", "C", "C", "C", "C", "C", "H", "H", "H", "F", "F", "F", "F", "C", "C", "H", "C", "F", "C", "H", "F", "H", "H", "H", "C", "C", "F", "C", "C", "C", "F", "C", "C", "N", "C", "H", "F", "F", "C", "C", "F", "C", "C", "C", "C", "F", "H", "C", "C", "C", "N", "C", "F", "C", "C"],
  "coordinates": [[2.76120, 1.34823, 1.57767], [-0.18540, -1.13227, 5.16617], [-2.49930, -4.57617, 0.86787], [0.13970, 0.07503, -0.87753], [-3.81460, 1.90593, -0.57173], [2.50590, 3.45263, 1.53597], [3.61390, -0.79197, -1.56863], [3.29230, 2.73043, 1.75127], [-4.74890, -1.06957, 0.39487], [3.88940, 1.14743, -0.37153], [-1.87700, -0.61777, -0.48013], [2.05280, -1.38137, 0.03767], [1.50080, 1.40773, 3.73207], [7.18000, 0.31123, -3.58643], [-2.81270, -0.03817, 1.20437], [-3.50580, -5.10247, 0.06177], [6.67510, 2.58943, -3.01183], [7.81240, -0.41577, -4.07733], [1.75350, 2.44613, 3.87037], [5.78110, -1.15317, -2.86143], [-1.84920, -1.28147, -3.33943], [-6.18650, -0.25457, 2.56277], [-2.92650, -0.05367, -5.57423], [-4.51340, 2.13623, -5.23853], [-2.92730, 1.13943, 3.32307], [4.15420, 0.34243, -1.38163], [8.41840, 1.98003, -4.10163], [-4.89540, 0.06333, 2.45387], [-4.00470, -2.36267, -2.24013], [-2.84850, 0.28333, -1.95033], [4.89780, 2.87953, -1.84263], [-4.96120, 3.13043, -2.74003], [6.91450, 3.64213, -3.06603], [0.63140, -2.22217, 3.08347], [4.10500, 2.87223, 1.04447], [7.50770, 1.65823, -3.61633], [-3.96480, 1.54343, -4.17913], [-2.31980, 1.84543, 4.28347], [-4.27350, 0.81193, 3.44987], [-2.01440, -3.30867, 0.58137], [5.55030, 2.17233, -2.32743], [-0.94080, 1.05953, 2.06837], [1.92730, 0.72483, 2.58807], [-4.19370, 2.05053, -2.90393], [3.04620, 0.64903, 0.52447], [-3.47700, -3.08127, -1.25013], [3.65250, 2.89243, 2.76217], [-1.06060, -2.76157, 1.36637], [-2.03630, -5.27087, 1.91097], [0.40950, -0.58397, 4.45557], [-3.98710, -4.35407, -1.00853], [-4.01520, -6.30447, 0.32287], [0.85750, -1.18677, 3.29477], [-4.15140, -0.34907, 1.35707], [-2.48290, -2.53527, -0.45983], [-2.61420, -0.18637, -3.22873], [-4.96490, 1.20423, 4.51857], [0.37380, 1.27093, 5.54637], [5.24540, 0.81443, -2.24873], [-2.22640, 0.72063, 2.19647], [6.04790, -0.10897, -2.91293], [1.58320, -0.55677, 2.38747], [-3.61720, 1.41843, -1.80923], [-4.95720, -4.84757, -1.77673], [-3.15840, 0.41953, -4.35003], [0.73120, 0.74983, 4.67057]],
  "atomic_forces_ev_per_a": [[0.5670, 0.1223, -0.8855], [-0.0643, -0.1313, 0.0639], [-0.0223, 0.0986, -0.0017], [0.1918, -0.1176, 0.1586], [-0.2400, 0.3301, -0.3220], [-0.0598, 0.1351, 0.0089], [-0.4922, -0.1702, 0.1881], [0.1022, -0.1195, -0.0567], [-0.3442, 0.1720, 0.1669], [0.5742, 0.9714, -0.2837], [-0.8904, -0.0944, 0.0362], [0.3043, -0.0126, -0.1342], [0.2316, -0.0260, -0.3189], [0.0802, 0.0037, -0.0490], [0.3704, -0.0119, -0.2866], [0.1353, 0.2806, -0.0311], [0.0667, 0.0521, -0.0482], [0.0401, -0.0027, -0.0066], [0.0579, 0.0835, -0.0121], [0.0054, -0.1182, -0.0123], [0.0083, 0.1071, -0.4930], [0.1073, 0.0474, 0.0283], [-0.0438, 0.0267, 0.0395], [0.0891, -0.0781, 0.1429], [-0.0284, -0.0915, -0.1263], [-0.3005, -0.3289, 0.3316], [-0.0027, 0.0383, -0.1044], [0.1050, -0.0464, -0.0670], [-0.2801, -0.2634, -0.0637], [0.2459, -0.0313, 0.1109], [-0.0127, 0.1014, 0.0906], [0.0536, -0.0501, -0.0645], [0.0107, 0.0506, 0.0090], [-0.0733, -0.1017, -0.0245], [-0.0433, 0.0978, 0.0545], [0.0412, -0.0494, -0.0291], [0.1062, -0.0710, 0.2140], [-0.0514, -0.0062, -0.0583], [0.1362, -0.0999, -0.2295], [-0.0830, -0.0180, -0.1499], [-0.0505, -0.1561, 0.0001], [-0.0177, 0.2238, 0.2331], [-0.6272, -0.3152, 0.7689], [0.0273, -0.0502, 0.0714], [-0.8345, -0.6024, 0.7273], [0.1139, -0.2026, 0.2036], [0.0050, 0.0512, 0.1474], [0.0171, -0.2897, 0.1962], [-0.0363, 0.0246, -0.1207], [0.0200, 0.3245, 0.1288], [0.0810, 0.1432, 0.0516], [0.1196, 0.1770, -0.0657], [-0.0767, -0.2020, 0.0959], [0.1403, 0.0131, 0.1514], [0.4617, 0.3076, -0.0358], [-0.1406, 0.1375, 0.1523], [0.1247, -0.0429, -0.1425], [0.0023, 0.0137, 0.0597], [0.3783, 0.0930, -0.4021], [-0.2294, -0.1383, 0.0400], [-0.2483, 0.0272, 0.1468], [0.1160, 0.3713, -0.2061], [0.0376, -0.2241, -0.0245], [0.0352, -0.0108, 0.0448], [0.0372, -0.0367, 0.1298], [-0.0542, -0.3153, -0.1365]],
  "gap_ev": 7.36,
  "multiplicity": 1,
  "total_charge": 0,
  "homo_energy_ev": -8.3943,
  "energy_ev": -153840.6940
}

=====

{
  "formula": "C32H16AuF9N4O4P",
  "method": "wB97M-V/def2-TZVPD",
  "elements": ["C", "H", "C", "C", "C", "C", "C", "O", "C", "C", "C", "H", "H", "C", "F", "Au", "H", "H", "F", "C", "C", "C", "F", "O", "H", "F", "C", "F", "H", "F", "N", "C", "C", "C", "N", "H", "C", "C", "F", "H", "C", "H", "C", "C", "O", "H", "H", "H", "H", "C", "P", "N", "O", "C", "C", "C", "F", "C", "H", "C", "C", "C", "C", "C", "F", "H", "N"],
  "coordinates": [[-3.89860, 0.81769, -2.54606], [3.62486, 3.24198, -0.55018], [-2.75928, 0.96098, -1.77934], [4.75450, -0.14300, 0.99824], [-3.96668, -0.18708, -3.50367], [-0.87262, 0.94879, 0.63090], [2.67262, -3.67094, 2.15275], [3.38577, -4.47128, 2.91109], [-1.68163, 0.10006, -1.99272], [0.67751, -4.23002, 3.63040], [0.90597, 1.84118, -2.92945], [4.32193, -4.51105, 2.64335], [0.13754, 1.45859, -3.58589], [4.36977, 0.36829, 2.24742], [-5.78269, 0.85388, -4.60128], [1.10398, -1.81475, -0.29071], [-2.71380, 1.74066, -1.03164], [-1.15344, -4.67200, 4.64894], [3.45522, 5.41803, -3.07271], [-1.49337, 0.07062, 1.51675], [6.10035, -0.26804, 0.63526], [-2.00111, 0.52998, 2.71661], [-5.07826, -1.00125, -5.42874], [-2.78041, -3.38045, 0.12128], [1.90335, 1.69256, 0.31167], [5.01930, 4.12106, -2.36104], [1.21287, -3.71686, 2.45614], [-3.02490, 3.53964, 4.26701], [-2.57869, -4.03409, 2.67759], [4.23619, 3.87315, -4.35195], [0.43365, -3.29300, 1.47080], [2.85074, 3.19987, -2.55701], [-0.70577, -4.30181, 3.73885], [-1.50347, -3.93495, 2.66402], [2.85266, -0.92045, -0.47334], [1.86739, 2.99860, -4.45149], [0.91904, 1.48252, -1.58446], [2.86532, 2.84776, -1.21028], [-6.18170, -0.99671, -3.58251], [-0.36435, 3.00433, 0.22807], [-2.34359, 2.39556, 4.37421], [-2.49719, -0.15065, 3.39330], [1.87071, 2.70895, -3.41183], [-0.86962, -3.43912, 1.52767], [3.11719, -2.98042, 1.26533], [-1.59182, -0.97014, 1.25060], [-0.90841, -1.57297, -3.08652], [1.33229, -4.55504, 4.42357], [-4.73901, 1.47706, -2.39283], [-0.79383, 2.30766, 0.93250], [-0.23612, 0.26527, -0.91690], [7.19788, -0.37024, 0.31856], [-0.91459, -2.44485, -0.62659], [-1.62097, -3.06866, 0.23208], [1.90697, 1.97885, -0.73101], [-5.25242, -0.33555, -4.28615], [-3.12301, 1.52122, 5.01534], [3.89851, 4.15201, -3.09014], [-2.96488, -1.83251, -4.45261], [-1.88077, 1.87825, 3.03065], [-1.29737, 2.76767, 2.13509], [-2.89453, -1.04589, -3.71647], [3.75470, -0.57476, 0.17909], [-1.74349, -0.89915, -2.96049], [-1.28965, 2.63645, 5.17245], [-1.25022, 3.81744, 2.37973], [4.00345, 0.77110, 3.25871]],
  "atomic_forces_ev_per_a": [[0.0340, -0.0942, -0.0935], [0.0342, -0.0027, -0.0004], [0.0956, 0.0183, 0.0941], [-0.5240, -0.1543, -0.4915], [0.0591, 0.0475, 0.0215], [0.2842, -0.5396, 0.1022], [0.2620, 0.4297, -0.3658], [0.1733, -0.4490, 0.4343], [0.4041, -0.5185, 0.0569], [0.1681, 0.1401, -0.3030], [-0.0849, -0.0324, -0.0025], [-0.2443, 0.2964, -0.0556], [-0.0133, -0.0201, -0.0916], [-0.1887, 0.3893, 0.1135], [0.1477, 0.1896, 0.1041], [-2.6689, 0.0426, -0.3228], [-0.0285, -0.0346, 0.0385], [-0.0444, -0.0352, 0.0486], [-0.2078, 0.0006, 0.0658], [0.0227, 0.0020, -0.0674], [0.4102, -0.2696, -0.1402], [-0.0552, 0.1638, 0.0406], [0.2545, -0.1498, -0.1180], [0.0793, 0.2132, -0.2971], [0.1211, 0.0227, 0.0914], [-0.0424, -0.1460, 0.1447], [-0.3121, -0.3449, 0.5571], [-0.0223, 0.0831, -0.2148], [-0.0389, -0.0050, -0.0383], [-0.1306, -0.1890, -0.1147], [0.9834, 0.0396, -0.4297], [-0.0345, -0.0728, 0.0547], [-0.1527, 0.0290, -0.0764], [0.2782, -0.0331, -0.0947], [-0.6332, 0.9009, -0.4979], [0.0093, 0.0155, -0.0779], [-0.0750, -0.5378, 0.1994], [0.0261, 0.0681, -0.1281], [0.0885, -0.0657, 0.2239], [0.0810, 0.0451, 0.0173], [0.0751, 0.0775, 0.3752], [0.0299, 0.0130, 0.0614], [0.0789, 0.0395, 0.0515], [-0.7624, 0.0132, -0.2563], [0.0051, -0.3201, 0.0384], [-0.0489, 0.0382, 0.1157], [-0.0456, -0.0860, -0.0824], [0.0008, -0.0536, 0.0466], [-0.0522, 0.0708, -0.0122], [0.0855, 0.0363, -0.0885], [0.4571, 0.8107, -0.2307], [0.4475, -0.0235, -0.1204], [1.6858, 1.1844, -1.3487], [-0.5471, -1.1636, 2.3702], [-0.0979, -0.0322, 0.0597], [-0.3402, -0.0797, -0.1930], [-0.1093, -0.2022, -0.1091], [0.2712, 0.2953, -0.0544], [-0.0050, -0.0043, -0.0612], [-0.0018, -0.0750, -0.0259], [-0.1458, -0.1198, 0.1044], [-0.1069, 0.0908, -0.0274], [0.6823, -0.2872, 0.6643], [-0.0100, 0.1094, 0.0704], [0.0845, -0.0075, -0.1485], [0.0423, 0.1073, 0.0042], [-0.1874, 0.1250, 0.4099]],
  "gap_ev": [4.93, 4.11],
  "multiplicity": 1,
  "total_charge": 1,
  "homo_energy_ev": [-11.6075, -11.1231],
  "relative_energy_kj_mol": 203.79,
  "energy_ev": -85025.1065
}

=====

{
  "formula": "C32H18BrF10N3O4PS2V",
  "method": "wB97M-V/def2-TZVPD",
  "elements": ["C", "V", "C", "H", "C", "H", "C", "F", "H", "F", "C", "F", "H", "O", "H", "C", "F", "C", "F", "F", "P", "H", "H", "C", "H", "C", "H", "C", "O", "Br", "F", "H", "C", "C", "N", "H", "F", "C", "C", "S", "H", "O", "C", "H", "N", "C", "C", "C", "H", "C", "O", "C", "C", "C", "C", "C", "C", "N", "C", "H", "S", "C", "C", "H", "C", "C", "F", "H", "C", "C", "F", "H"],
  "coordinates": [[-0.57151, -3.69821, -2.45757], [0.12545, -0.63368, 0.46349], [1.15708, 3.16390, -0.01792], [-0.84414, 6.02061, -1.65683], [-2.90669, 2.27044, 0.51810], [5.30930, -2.79358, 1.50271], [2.30651, -2.19629, 0.07167], [-1.36305, 1.21786, -6.75185], [2.70703, -5.84273, -1.19526], [-0.18559, -2.77384, 5.40126], [4.40783, -2.27252, 1.20747], [1.01199, 1.45858, 5.30283], [-2.35555, -0.98930, -0.27407], [-1.66106, 0.95598, 3.52343], [4.91755, -0.42525, 2.16382], [-4.00035, -0.26558, 0.88405], [-0.60179, -4.31070, 3.94116], [4.18577, -0.96596, 1.58074], [1.08796, 0.85887, -5.68341], [1.36503, -3.39385, 4.01400], [-0.63261, 1.16797, -0.82001], [-1.60140, 3.70456, -1.92178], [4.41679, -4.86182, 0.26656], [0.03825, 0.98138, -4.88377], [0.55990, -5.51496, -2.58458], [-2.82626, -0.10694, 0.16477], [2.79878, 0.68391, 1.54380], [0.48566, -4.52779, -2.14715], [-1.83608, -1.74102, 2.81482], [1.94131, 0.73530, -2.83393], [0.21918, 3.08440, 4.12039], [1.72434, 2.35562, 0.42100], [-0.69715, -2.46162, -1.83138], [-1.21767, 1.16189, -5.44083], [0.19789, -2.00482, -0.95680], [-2.47990, 3.25595, 0.40003], [-3.52280, 1.44537, -5.15072], [-0.00167, 2.87281, -0.73201], [0.18794, 0.93463, -3.50974], [-0.42327, -1.90082, 2.92110], [2.47450, 4.69613, 0.69412], [0.22083, -2.42351, 1.72016], [-0.28231, 5.21852, -1.19633], [-4.56492, 2.97661, 1.66159], [2.06058, -0.92904, 0.49488], [0.78546, 1.89496, 4.08074], [1.58053, 4.47523, 0.12544], [1.29899, -2.77666, -0.74616], [-4.40595, -1.25439, 1.04598], [0.85552, 5.50506, -0.45479], [0.02010, 1.05253, 1.73776], [2.99848, -0.32847, 1.22176], [-4.62854, 0.84623, 1.41821], [1.46761, -4.07042, -1.25552], [-2.27703, 1.16099, -0.03718], [-0.71039, 3.90893, -1.33981], [0.05275, -3.18776, 4.17289], [0.34804, -0.65211, 3.50124], [-4.08175, 2.10821, 1.23322], [1.17485, 6.53178, -0.33655], [-0.31724, 0.72927, 3.13524], [-2.15948, 1.25585, -3.24253], [3.44676, -2.92945, 0.42389], [-1.55221, -1.82928, -2.04032], [2.61448, -4.82360, -0.84250], [-0.91501, 1.07897, -2.64850], [1.94998, 1.98197, 3.41781], [-5.53718, 0.72804, 1.99279], [-2.32138, 1.28614, -4.61774], [3.55541, -4.28115, -0.03777], [-3.25053, 1.41000, -2.49117], [-1.32402, -4.00836, -3.16848]],
  "atomic_forces_ev_per_a": [[0.0410, -0.1522, -0.1001], [-1.0214, 1.1253, 1.1086], [-0.0957, -0.0699, -0.0607], [0.0084, -0.0158, -0.0151], [0.0473, -0.0544, 0.0050], [0.0092, 0.0210, 0.0192], [0.2779, -0.1805, -0.0827], [-0.0066, -0.0325, -0.1021], [0.0506, 0.0101, -0.0015], [-0.0723, 0.0590, -0.0310], [-0.0914, -0.0271, -0.0561], [-0.0798, -0.0409, -0.0077], [-0.0571, 0.0457, 0.0719], [-0.0780, 0.2271, 0.0938], [-0.0276, 0.0083, 0.0216], [-0.0177, -0.0425, 0.0655], [-0.0787, 0.0290, -0.1389], [0.0867, -0.0153, -0.0530], [-0.0051, 0.0018, -0.1294], [-0.1890, -0.0593, 0.1689], [-0.6366, 1.1814, -1.7809], [-0.0154, -0.0287, 0.0224], [0.0030, 0.0050, -0.0157], [0.0665, -0.0331, 0.2601], [0.0224, 0.0001, -0.0082], [0.1405, 0.0149, -0.0455], [-0.0676, -0.0158, 0.0463], [-0.0486, 0.1333, 0.1054], [-0.2673, -0.3396, 0.2693], [-0.1066, -0.0236, -0.0527], [-0.0874, 0.0083, -0.0871], [0.0399, 0.0367, 0.0760], [-0.0250, 0.0238, 0.0204], [-0.0306, -0.0043, 0.0366], [0.1482, -1.1887, -1.3279], [0.0154, 0.0316, 0.0213], [-0.0704, 0.0297, 0.0081], [-0.0305, -0.0245, 0.2166], [-0.1682, 0.0234, 0.3056], [-0.4187, -0.5934, 1.0049], [0.0072, -0.0202, -0.0223], [0.1294, 0.1288, -0.3972], [-0.0351, 0.0607, -0.0289], [-0.0134, -0.0181, -0.0001], [1.3245, -0.3410, 0.3288], [0.2877, -0.2286, -0.2173], [0.0867, 0.0320, 0.0122], [0.2191, -0.1965, 0.0331], [-0.0080, -0.0137, -0.0100], [-0.0371, -0.0296, -0.0183], [0.2218, -0.2316, -0.2678], [0.1202, -0.0611, -0.0106], [-0.0276, -0.0557, 0.0059], [-0.2208, 0.3056, -0.0988], [0.0865, -0.0909, 0.0822], [0.0372, -0.0051, -0.0025], [0.3671, 0.1661, -0.0568], [-0.1785, 0.0082, -0.0647], [0.0513, 0.0892, -0.0037], [0.0267, -0.0098, 0.0040], [0.2287, 0.4092, 0.9475], [0.2087, -0.1477, 0.2210], [-0.0997, 0.3645, -0.0692], [0.0178, -0.0105, 0.0469], [0.1446, -0.0652, -0.0042], [0.1604, -0.0755, -0.0701], [-0.1044, 0.0481, 0.2089], [-0.0027, 0.0061, -0.0073], [0.0355, 0.0082, -0.0756], [0.0090, -0.1888, -0.0955], [-0.1783, 0.0734, -0.2501], [-0.0283, 0.0166, 0.0295]],
  "s2": 0.766,
  "gap_ev": [7.16, 6.45],
  "multiplicity": 2,
  "total_charge": 1,
  "homo_energy_ev": [-10.7914, -10.0373],
  "relative_energy_kj_mol": 111.45,
  "energy_ev": -199994.4917
}